No. 1
{"formula": "C37H59Br2N11OPbSe", "method": "the ωB97M-V functional and the def2-TZVPD basis", "homo_lumo_gap_ev": [5.932, 6.427], "fmax_ev_per_a": 0.17, "mol_weight_g_mol": 1119.92, "relative_energy_ev": 0.000, "e_lumo_ev": [-6.892, -6.325], "charge": 2, "species": ["Pb", "C", "N", "C", "C", "N", "C", "C", "N", "C", "C", "N", "C", "N", "C", "C", "N", "C", "C", "C", "C", "N", "C", "N", "C", "C", "N", "C", "C", "N", "C", "C", "H", "H", "H", "H", "H", "H", "H", "H", "H", "H", "H", "H", "H", "H", "H", "H", "H", "H", "H", "H", "H", "H", "H", "H", "H", "H", "H", "H", "H", "H", "H", "H", "H", "H", "H", "H", "H", "H", "H", "H", "H", "H", "H", "H", "H", "H", "H", "H", "C", "C", "C", "C", "C", "C", "Br", "C", "C", "Br", "C", "O", "C", "N", "H", "H", "H", "H", "H", "H", "Se", "C", "C", "C", "C", "C", "C", "H", "H", "H", "H", "H"], "coordinates": [[-0.25, 0.15, -0.01], [-4.60, 2.34, -1.14], [-4.33, 2.14, 0.27], [-5.37, 2.61, 1.18], [-3.20, 1.53, 0.70], [-2.03, 1.70, 0.12], [-1.76, 2.94, -0.61], [-0.38, 3.45, -0.22], [0.68, 2.47, -0.55], [1.91, 2.69, 0.25], [1.70, 2.52, 1.74], [1.14, 1.20, 2.01], [1.32, 0.70, 3.21], [1.27, -0.64, 3.41], [0.73, -1.22, 4.63], [1.58, -1.59, 2.35], [1.59, 1.47, 4.31], [2.49, 1.02, 5.36], [0.87, 2.70, 4.58], [1.02, 2.55, -1.99], [1.41, 1.19, -2.54], [0.23, 0.33, -2.44], [-0.04, -0.50, -3.42], [0.91, -1.03, -4.24], [2.23, -1.36, -3.73], [0.70, -1.23, -5.66], [-1.33, -0.87, -3.65], [-2.43, -0.01, -3.27], [-1.68, -2.15, -4.23], [-3.30, 0.75, 1.80], [-2.16, 0.45, 2.65], [-4.48, -0.06, 2.08], [-5.60, 1.97, -1.37], [-4.55, 3.39, -1.43], [-3.89, 1.77, -1.74], [-5.61, 3.65, 0.93], [-6.29, 2.02, 1.10], [-5.01, 2.58, 2.20], [-1.82, 2.80, -1.69], [-2.49, 3.71, -0.35], [-0.17, 4.41, -0.71], [-0.38, 3.62, 0.85], [2.65, 1.97, -0.09], [2.30, 3.70, 0.04], [2.68, 2.65, 2.22], [1.08, 3.33, 2.12], [1.49, -1.73, 5.22], [0.26, -0.45, 5.24], [-0.04, -1.96, 4.36], [2.12, -2.43, 2.79], [0.68, -1.99, 1.88], [2.21, -1.12, 1.60], [3.07, 0.17, 5.02], [3.18, 1.83, 5.60], [1.96, 0.75, 6.28], [0.05, 2.81, 3.87], [0.44, 2.65, 5.59], [1.52, 3.57, 4.53], [0.15, 2.91, -2.54], [1.83, 3.28, -2.14], [1.74, 1.31, -3.58], [2.26, 0.79, -1.98], [2.21, -1.36, -2.64], [2.50, -2.37, -4.07], [3.00, -0.67, -4.07], [-0.22, -0.74, -5.98], [1.53, -0.78, -6.21], [0.65, -2.29, -5.93], [-2.07, 1.01, -3.17], [-3.20, -0.05, -4.04], [-2.88, -0.31, -2.32], [-1.99, -2.07, -5.27], [-0.84, -2.84, -4.16], [-2.51, -2.58, -3.66], [-1.39, 1.20, 2.50], [-2.48, 0.46, 3.69], [-1.75, -0.54, 2.43], [-5.20, 0.04, 1.28], [-4.19, -1.11, 2.15], [-4.94, 0.24, 3.03], [2.00, -3.50, -0.61], [0.64, -3.96, -1.04], [0.47, -5.21, -1.67], [-0.78, -5.62, -2.03], [-1.88, -4.78, -1.76], [-3.23, -5.09, -2.14], [-3.63, -6.70, -2.99], [-4.27, -4.20, -1.91], [-4.03, -3.00, -1.28], [-5.43, -1.79, -1.06], [-2.71, -2.62, -0.81], [-2.52, -1.56, -0.20], [-1.61, -3.56, -1.12], [-0.38, -3.16, -0.78], [2.29, -4.01, 0.31], [2.00, -2.43, -0.42], [2.75, -3.75, -1.36], [1.33, -5.83, -1.86], [-0.93, -6.57, -2.52], [-5.27, -4.46, -2.23], [4.35, -0.55, -0.57], [5.15, 0.67, 0.59], [6.21, 1.48, 0.16], [6.80, 2.38, 1.03], [6.34, 2.47, 2.34], [5.30, 1.67, 2.79], [4.70, 0.77, 1.92], [6.56, 1.39, -0.86], [7.62, 3.00, 0.69], [6.81, 3.17, 3.02], [4.96, 1.74, 3.81], [3.89, 0.13, 2.25]]}

=====

No. 2
{"formula": "C37H59ClF4N9O6S", "method": "the ωB97M-V functional and the def2-TZVPD basis", "homo_lumo_gap_ev": 7.173, "fmax_ev_per_a": 1.80, "mol_weight_g_mol": 869.45, "e_lumo_ev": -4.413, "charge": 1, "species": ["C", "C", "C", "C", "C", "C", "C", "C", "C", "C", "C", "C", "O", "O", "C", "C", "C", "C", "O", "Cl", "N", "S", "O", "O", "F", "C", "C", "C", "O", "C", "C", "F", "F", "F", "H", "H", "H", "H", "H", "H", "H", "H", "H", "H", "H", "H", "H", "H", "H", "H", "H", "H", "H", "H", "H", "H", "H", "H", "H", "H", "H", "H", "H", "H", "H", "H", "H", "H", "H", "C", "C", "N", "H", "H", "H", "C", "C", "N", "H", "H", "H", "C", "C", "N", "H", "H", "H", "C", "C", "N", "H", "H", "H", "C", "C", "N", "H", "H", "H", "C", "C", "N", "H", "H", "H", "C", "C", "N", "H", "H", "H", "C", "C", "N", "H", "H", "H"], "coordinates": [[-6.32, 0.58, 1.06], [-5.82, 0.33, -0.36], [-4.30, 0.43, -0.49], [-3.87, 1.90, -0.61], [-2.35, 1.95, -0.55], [-1.67, 3.22, -1.11], [-0.29, 2.92, -1.75], [0.87, 3.15, -0.78], [0.81, 2.07, 0.33], [2.17, 1.40, 0.57], [2.10, 0.05, 1.28], [1.59, -1.06, 0.39], [1.99, -2.30, 0.97], [1.63, -3.33, 0.06], [1.24, 0.07, 2.59], [2.11, 0.85, 3.50], [1.58, 1.64, 4.64], [0.16, 1.23, 4.98], [-0.80, 1.75, 4.54], [0.04, -0.15, 6.06], [3.36, 0.72, 3.14], [4.60, 1.53, 3.98], [5.23, 0.55, 4.78], [4.06, 2.70, 4.54], [5.55, 1.96, 2.86], [3.45, -0.25, 1.95], [4.70, -0.28, 1.10], [5.97, -0.82, 1.80], [6.42, -1.97, 1.12], [6.77, -3.09, 1.90], [8.21, -3.53, 1.59], [8.92, -3.63, 2.72], [8.85, -2.67, 0.81], [8.25, -4.73, 0.99], [-5.78, 1.42, 1.50], [-6.21, -0.32, 1.67], [-7.38, 0.83, 1.04], [-6.16, -0.66, -0.70], [-6.27, 1.06, -1.04], [-3.83, 0.01, 0.40], [-3.91, -0.08, -1.36], [-4.28, 2.48, 0.21], [-4.22, 2.32, -1.55], [-2.05, 1.85, 0.50], [-1.94, 1.08, -1.06], [-1.49, 3.90, -0.27], [-2.32, 3.70, -1.85], [-0.25, 1.88, -2.09], [-0.17, 3.55, -2.64], [0.79, 4.15, -0.36], [1.82, 3.09, -1.31], [0.45, 2.50, 1.27], [0.13, 1.29, -0.01], [2.63, 1.21, -0.40], [2.83, 2.11, 1.08], [0.50, -1.01, 0.25], [2.04, -0.97, -0.61], [2.38, -3.33, -0.57], [0.30, 0.59, 2.40], [1.12, -0.95, 2.98], [2.21, 1.49, 5.52], [1.59, 2.71, 4.42], [3.34, -1.23, 2.42], [4.47, -1.00, 0.30], [4.88, 0.67, 0.61], [6.74, -0.05, 1.73], [5.75, -1.02, 2.85], [6.09, -3.90, 1.65], [6.74, -2.88, 2.97], [-3.64, -3.47, -0.09], [-2.64, -2.44, 0.17], [-1.87, -1.62, 0.37], [-4.06, -3.33, -1.08], [-3.17, -4.45, -0.04], [-4.43, -3.41, 0.64], [7.56, 3.80, 0.11], [6.21, 3.35, -0.23], [5.16, 3.00, -0.52], [7.76, 4.75, -0.36], [7.65, 3.91, 1.19], [8.28, 3.07, -0.24], [-4.56, 2.64, -5.39], [-4.44, 1.58, -4.40], [-4.34, 0.74, -3.61], [-3.62, 3.18, -5.45], [-4.79, 2.21, -6.36], [-5.35, 3.32, -5.11], [-9.99, 3.10, 1.12], [-8.89, 3.17, 0.16], [-8.03, 3.22, -0.60], [-9.80, 3.78, 1.95], [-10.92, 3.37, 0.64], [-10.07, 2.08, 1.51], [-8.24, 1.25, -7.60], [-7.83, 2.26, -6.64], [-7.51, 3.06, -5.88], [-8.10, 1.62, -8.61], [-7.64, 0.35, -7.47], [-9.29, 1.00, -7.46], [1.10, -5.35, -3.31], [2.18, -4.48, -2.87], [3.02, -3.78, -2.52], [0.90, -5.18, -4.37], [1.39, -6.39, -3.17], [0.20, -5.15, -2.74], [9.61, -4.98, -1.92], [10.71, -5.04, -2.88], [11.57, -5.08, -3.63], [9.95, -4.54, -0.99], [8.80, -4.38, -2.32], [9.24, -5.99, -1.72], [-5.51, -2.21, 4.29], [-5.91, -2.78, 3.01], [-6.24, -3.23, 2.01], [-5.21, -1.17, 4.15], [-6.34, -2.25, 4.99], [-4.67, -2.77, 4.70]]}

=====

Q: Number 1 is which compound?
A: C37H59Br2N11OPbSe